# 1
Here is a structure of composition C44H48F3N8Pt at a distorted geometry from the OMol25 dataset. Energies are from ωB97M-V with the def2-TZVPD basis set.

Structure (XYZ):
```
104
C44H48F3N8Pt (ωB97M-V with the def2-TZVPD basis set)
C 1.68 -1.12 -2.34
C -1.78 1.34 -1.16
H 1.85 4.42 3.96
H -2.30 0.57 5.39
C -0.14 3.52 -1.37
H 2.93 -2.38 -4.52
H 4.43 -1.47 -4.39
H -1.68 -5.40 -3.56
C -1.74 -2.72 -2.92
C -3.08 -1.67 0.26
H 2.99 2.54 5.12
H -2.75 -3.42 -4.65
N 3.83 -4.79 3.23
C 4.47 2.22 2.67
N -1.45 -0.33 1.52
H 3.89 4.28 2.34
H 1.27 2.27 -0.39
C -0.65 -2.00 -2.32
C 4.60 3.56 1.94
N 1.85 -3.91 2.12
F -1.09 5.83 -2.57
H -1.13 -5.19 -5.23
H -4.06 -4.18 -2.83
H -4.08 -2.08 0.30
C 2.85 -0.42 -5.41
H 5.61 3.95 2.08
H -2.51 2.77 4.15
C -1.11 -4.75 -4.23
C 3.37 0.67 0.23
C 1.36 -2.93 1.59
H 0.76 -2.23 -3.88
C 2.90 -4.35 2.70
C 2.92 0.01 -0.92
H -6.08 -2.76 -2.88
H 0.52 4.36 -1.43
H 5.21 1.30 -1.86
H -4.21 2.43 3.87
Pt 0.12 -0.45 0.21
C 6.15 -0.62 -1.61
H -4.50 -3.68 -1.20
C -3.52 -0.56 2.48
H -6.16 -2.56 3.37
C 0.92 1.07 2.77
C -1.44 0.29 2.74
C 0.27 2.35 -0.78
H 4.42 3.45 0.88
C -2.69 -0.88 1.35
H 1.29 4.25 5.62
H 5.34 0.35 -3.34
H 5.95 -0.73 -0.54
C 3.73 -0.20 -2.09
H -1.16 -2.72 -4.96
C -2.77 -2.73 -2.00
N -0.52 1.26 -0.67
H 1.77 -0.35 -5.41
C -5.10 -2.30 -2.75
H -0.08 -4.72 -3.88
H 0.28 3.69 4.28
C -0.35 0.93 3.33
H -2.42 0.48 -1.05
C 3.09 1.65 2.53
H -4.75 -1.95 -3.72
C -5.11 -2.34 3.23
H -3.62 2.66 5.52
F -2.33 4.59 -3.82
C -2.31 -1.97 -0.87
N 0.65 -2.15 1.05
C 3.34 -1.39 -4.33
C 1.98 2.41 4.73
C -4.12 -3.33 -2.16
H 4.69 2.36 3.73
H -4.68 -3.08 2.56
C 2.96 -0.93 -2.97
H 3.27 0.57 -5.25
C 0.60 -1.80 -2.91
H -4.00 0.25 5.04
N -1.03 -1.54 -1.09
H -5.42 -0.21 3.32
C -2.26 2.46 -1.78
N 1.69 -0.54 -1.11
C 1.30 3.78 4.64
C -2.73 0.16 3.35
H -5.46 -0.87 1.68
C 2.03 1.74 3.41
C -1.44 3.59 -1.89
H 7.15 -0.21 -1.73
H 3.17 -0.77 -6.39
H -3.26 2.48 -2.18
N 1.30 0.61 1.54
C -4.95 -0.93 2.65
H -4.61 -2.41 4.19
C -3.38 2.25 4.55
C 5.12 0.29 -2.27
C 2.61 0.94 1.37
H -5.21 -1.45 -2.09
H 6.12 -1.61 -2.06
F -3.08 5.28 -1.93
H 4.39 1.00 0.23
C -1.97 4.83 -2.55
H -0.50 1.33 4.32
H 5.20 1.51 2.27
C -3.11 0.75 4.67
H 1.43 1.79 5.45
C -1.72 -3.35 -4.27
```

**Max |F|**: 0.0254 Eh/bohr
**Charge**: +1
**HOMO**: -10.03 eV
**Energy**: -2562.3120 Ha
**E_LUMO**: -4.143 eV

# 2
Here is a structure of composition C44H49Br2MnN5OP2 at a distorted geometry from the OMol25 dataset. Energies are from ωB97M-V with the def2-TZVPD basis set.

Structure (XYZ):
```
104
C44H49Br2MnN5OP2 (ωB97M-V with the def2-TZVPD basis set)
H -3.92 1.14 -0.56
C -2.43 -3.65 2.04
C -2.72 4.70 0.55
H 4.31 3.22 1.96
C 3.41 -0.62 -3.45
H 2.20 -3.60 3.24
N -0.09 1.57 1.63
H -0.21 1.45 -4.29
H -1.04 3.30 -2.90
C -1.18 3.72 2.16
C 3.57 -2.39 1.14
H -2.18 -2.96 4.03
C 0.49 2.03 -3.69
C -1.40 -1.57 2.61
H 0.92 2.80 -4.35
H 1.20 4.36 -2.60
C -0.92 1.40 3.91
C 1.58 -1.28 -1.97
C 3.18 -1.80 -4.25
C 0.07 1.20 2.96
H -2.66 -0.43 -3.89
C 0.45 0.35 5.63
H 1.32 1.34 -3.41
H 5.07 0.16 -4.61
H 5.39 2.12 -3.14
H 1.95 -3.52 -4.51
H 3.90 2.42 -1.16
H -7.05 -1.45 -3.09
H 3.91 0.97 3.30
H -0.66 3.78 3.11
C 1.78 -2.67 2.82
N -1.04 -1.34 1.33
C -2.39 0.85 -2.17
N -4.86 -2.32 -0.10
H 4.40 -1.85 0.71
O 0.85 -1.12 -0.87
C -1.47 -2.21 0.40
Br 4.23 -2.23 -5.72
H -2.74 1.73 -2.74
H -4.22 -0.20 -1.67
C 1.41 0.05 4.69
C 4.45 0.33 -3.73
H -0.91 -0.21 -3.43
C -3.43 0.38 -1.17
C 2.89 -1.73 2.35
C -1.93 -0.30 -3.08
P 2.26 -0.01 2.01
H 2.65 2.94 2.46
C 4.60 1.40 -2.95
C -2.42 3.68 -0.36
H 4.97 0.32 0.53
C -0.70 1.01 5.20
H 1.11 -2.21 3.56
C -2.20 -3.33 0.71
H -1.96 -5.05 -0.62
C -5.83 -1.40 -0.12
H -1.24 -1.99 -0.62
C -4.68 -3.02 -1.22
N 2.81 0.72 -1.52
H 1.63 3.16 -1.35
H 5.50 -0.29 2.09
C 3.77 1.56 -1.81
H 3.63 -1.60 3.10
Br -0.01 -3.53 -2.34
N -6.62 -1.08 -1.11
H 5.85 1.34 1.66
H 1.18 -2.90 1.94
H 2.33 -0.44 4.95
H -3.45 5.42 0.25
C 5.06 0.59 1.58
H -1.04 -0.90 3.36
H -5.30 -3.30 -3.26
H 3.90 -3.36 1.47
C 2.18 -2.65 -3.94
H -2.25 5.57 2.43
C -2.08 4.72 1.78
H -1.46 1.09 5.98
C -2.61 -4.19 -0.40
H 0.58 0.07 6.69
H -2.93 3.63 -1.32
C 1.38 -2.32 -2.81
C 1.19 0.45 3.38
H -1.87 1.83 3.61
C -0.99 2.64 1.31
H -2.99 -4.55 2.24
H -3.01 -0.35 -0.49
C -2.09 -2.74 2.99
C -0.18 2.72 -2.50
C 0.81 3.69 -1.81
H 3.09 2.65 0.82
H 0.39 4.31 -1.05
H 2.86 -2.59 0.32
H -2.00 -1.26 -2.54
C -3.63 -4.04 -1.23
P -0.95 1.57 -1.21
C 2.63 -0.36 -2.33
H -6.00 -0.81 0.77
C 3.46 2.55 1.84
C -1.54 2.68 0.02
C -5.44 -2.74 -2.34
C 3.78 1.08 2.21
Mn 0.52 0.22 0.33
C -6.40 -1.74 -2.26
H -3.75 -4.76 -2.06
```

**Max |F|**: 0.0366 Eh/bohr
**Spin multiplicity**: 5
**Charge**: +1
**HOMO (spin up / spin down)**: -9.88 / -10.03 eV
**Energy**: -9036.6916 Ha
**Expectation value of S²**: 6.087
**E_LUMO (spin up / spin down)**: -3.491 / -2.578 eV

The lowest energy belongs to which entry? C44H49Br2MnN5OP2

What is the max |F| in the first record? 0.0254 Eh/bohr

What is the charge in the first record? +1